# 1
# C26H26BIN8V

A molecular structure, C26H26BIN8V (ωB97M-V/def2-TZVPD, the OMol25 dataset).

Cartesian coordinates (Å):
1 V -0.470 -0.227 -0.672
2 C -0.564 2.982 -2.470
3 C 0.168 2.844 -1.179
4 C 1.051 3.728 -0.557
5 C 1.433 3.104 0.613
6 N 0.803 1.923 0.696
7 N 0.035 1.756 -0.416
8 B 0.846 0.856 1.844
9 N 1.640 -0.386 1.366
10 C 2.800 -0.953 1.724
11 C 3.001 -2.074 0.945
12 C 1.898 -2.147 0.097
13 C 1.568 -3.171 -0.936
14 N 1.086 -1.113 0.351
15 N -0.632 0.383 2.115
16 C -1.227 0.358 3.313
17 C -2.516 -0.096 3.154
18 C -2.658 -0.352 1.793
19 C -3.904 -0.835 1.127
20 N -1.504 -0.073 1.161
21 N 1.389 1.500 3.090
22 C 0.959 2.674 3.631
23 C 1.517 2.789 4.873
24 C 2.287 1.612 5.034
25 C 3.123 1.213 6.209
26 N 2.199 0.845 3.965
27 H 0.111 3.298 -3.263
28 H -1.353 3.730 -2.382
29 H -1.023 2.037 -2.763
30 H 1.364 4.694 -0.913
31 H 2.103 3.431 1.390
32 H 3.372 -0.537 2.534
33 H 3.826 -2.762 0.998
34 H 2.408 -3.315 -1.615
35 H 0.697 -2.877 -1.522
36 H 1.352 -4.130 -0.464
37 H -0.702 0.669 4.200
38 H -3.266 -0.220 3.915
39 H -4.733 -0.741 1.825
40 H -3.833 -1.888 0.850
41 H -4.146 -0.247 0.242
42 H 0.278 3.323 3.103
43 H 1.396 3.598 5.573
44 H 3.026 1.942 7.010
45 H 4.175 1.146 5.933
46 H 2.817 0.239 6.589
47 I 1.657 0.051 -2.806
48 C 0.382 -0.868 -4.185
49 C 0.768 -1.059 -5.478
50 C -0.120 -1.706 -6.363
51 C -1.337 -2.141 -5.922
52 C -1.735 -1.950 -4.578
53 C -2.989 -2.422 -4.104
54 C -3.358 -2.252 -2.805
55 C -2.481 -1.575 -1.921
56 C -1.266 -1.081 -2.323
57 C -0.866 -1.286 -3.678
58 H 1.737 -0.727 -5.826
59 H 0.178 -1.858 -7.391
60 H -2.015 -2.646 -6.598
61 H -3.646 -2.930 -4.800
62 H -4.308 -2.623 -2.446
63 H -2.801 -1.453 -0.892

Force components x, y, z for each atom (eV/Å):
0.028 -0.070 -0.128
-0.005 0.010 0.020
0.004 -0.056 0.032
0.015 0.055 -0.036
-0.044 0.007 -0.102
0.037 0.043 0.100
0.012 -0.139 0.142
-0.035 -0.037 0.060
-0.032 0.051 -0.102
-0.071 0.032 0.050
0.062 -0.097 0.012
-0.072 0.103 -0.003
0.009 0.015 0.012
-0.049 0.030 -0.003
0.078 -0.001 -0.059
0.000 0.017 -0.028
-0.069 -0.035 0.038
0.065 0.035 -0.003
0.025 0.015 0.008
0.056 0.014 -0.013
-0.010 0.045 -0.157
0.009 -0.056 0.052
-0.001 -0.011 0.019
0.051 0.035 0.050
-0.031 0.010 -0.046
-0.094 -0.054 -0.008
-0.001 -0.009 -0.008
0.000 0.001 0.000
-0.006 -0.001 -0.010
0.001 -0.007 0.004
-0.006 -0.017 0.000
0.000 0.004 0.003
-0.003 0.007 0.000
-0.002 0.004 -0.010
-0.003 -0.010 -0.014
0.006 0.005 0.006
0.027 0.016 -0.015
0.007 0.001 -0.005
-0.003 0.006 -0.002
-0.004 -0.001 -0.007
-0.008 -0.012 -0.005
0.000 -0.003 0.009
0.004 -0.005 0.000
0.007 -0.007 0.008
0.004 0.011 -0.002
-0.003 0.000 -0.005
-0.051 -0.048 -0.042
0.083 0.064 0.116
-0.023 -0.019 -0.040
0.022 0.017 0.032
-0.012 -0.012 -0.011
-0.001 0.006 0.015
0.010 0.001 -0.008
0.018 0.011 0.008
0.043 0.028 0.005
0.009 0.026 0.084
-0.055 -0.011 -0.005
-0.001 -0.003 -0.008
-0.002 0.000 -0.002
0.002 0.002 0.001
-0.001 0.001 0.003
-0.002 -0.002 -0.005
0.005 -0.007 0.000

Spin multiplicity = 3
<S²> = 2.032
Highest occupied orbital energy (spin up / spin down) = -11.16 / -11.28 eV
Orbital gap (spin up / spin down) = 0.2857 / 0.3064 hartree
Total charge = +1

Quick look at the Mulliken charges, all values in e: V 0.42; C -1.17; C 0.63; C -1.54; C -0.09; N 1.11; N -0.62; B 0.31; N 0.66; C 0.16; C -1.65; C 0.67; C -1.13; N -0.24; N 1.14; C -0.11; C -1.54; C 0.81; C -1.59; N -0.86; N 0.67; C -0.44; C -1.25; C 0.75; C -1.27; N -1.15; H 0.35; H 0.33; H 0.14; H 0.48; H 0.63; H 0.58; H 0.47; H 0.33; H 0.17; H 0.32; H 0.44; H 0.47; H 0.43; H 0.30; H 0.41; H 0.63; H 0.42; H 0.36; H 0.30; H 0.31; I 0.28; C 0.41; C -0.73; C -0.57; C -0.94; C 0.92; C -0.83; C -1.23; C -0.23; C 0.83; C 0.30; H 0.47; H 0.40; H 0.41; H 0.41; H 0.49; H 0.09

***

# 2
# C4H12N2O

A gas-phase ion, C4H12N2O (charge +1) in a non-equilibrium geometry (ωB97M-V/def2-TZVPD, the OMol25 dataset).

Cartesian coordinates (Å):
1 N 1.368 -1.214 -1.779
2 C 0.653 -0.503 -0.655
3 C 0.245 -1.422 0.495
4 O 1.496 -1.750 1.159
5 C -0.575 0.426 -0.932
6 N -0.461 1.518 0.060
7 C -1.108 1.898 1.298
8 H 1.182 -0.684 -2.640
9 H 0.720 -2.005 -1.995
10 H 1.428 0.260 -0.452
11 H -0.362 -0.979 1.343
12 H -0.196 -2.305 -0.020
13 H 1.238 -1.974 2.059
14 H -1.538 -0.093 -0.817
15 H -0.660 0.835 -1.961
16 H 0.418 2.002 -0.177
17 H -1.566 2.900 1.275
18 H -0.404 1.899 2.147
19 H -1.877 1.192 1.596

Force components x, y, z for each atom (eV/Å):
-3.476 -0.533 0.053
1.370 1.501 -0.768
2.128 -0.070 0.812
-1.087 -0.158 -0.288
-2.112 -0.152 0.172
0.918 0.096 -1.205
-0.338 -0.752 0.471
0.706 0.306 0.242
0.981 0.039 0.239
-0.087 -0.624 1.048
-0.127 -0.247 -1.679
-0.176 0.309 0.828
0.417 -0.258 0.031
0.250 0.089 0.354
0.709 0.244 0.581
-0.510 0.321 0.563
0.324 -0.116 -0.465
0.300 0.158 -0.530
-0.192 -0.151 -0.459

Spin multiplicity = 2
<S²> = 0.755
Highest occupied orbital energy (spin up / spin down) = -14.04 / -14.01 eV
Orbital gap (spin up / spin down) = 0.4008 / 0.2301 hartree
Total charge = +1

Quick look at the Mulliken charges, all values in e: N -0.61; C 0.12; C -0.35; O -0.49; C -0.60; N 0.03; C -0.79; H 0.29; H 0.33; H 0.15; H 0.28; H 0.28; H 0.32; H 0.29; H 0.37; H 0.33; H 0.34; H 0.36; H 0.36

***

# 3
# C16H19NO2S

C16H19NO2S in the gas phase (ωB97M-V/def2-TZVPD, the OMol25 dataset).

Cartesian coordinates (Å):
1 C -0.906 1.340 -0.988
2 C 0.260 0.428 -1.360
3 C -0.127 -1.053 -1.392
4 C -0.649 -1.583 -0.050
5 C -0.817 -3.074 -0.125
6 C -2.006 -3.630 -0.580
7 C -2.146 -5.002 -0.696
8 C -1.094 -5.838 -0.361
9 C 0.095 -5.294 0.094
10 C 0.232 -3.922 0.208
11 N 1.333 0.640 -0.398
12 S 2.163 2.091 -0.534
13 O 2.047 2.624 -1.863
14 O 3.473 1.848 -0.003
15 C 1.280 3.155 0.599
16 C 1.065 2.716 1.890
17 C 0.402 3.545 2.781
18 C -0.030 4.797 2.370
19 C 0.198 5.227 1.073
20 C 0.859 4.400 0.179
21 H -1.778 1.092 -1.588
22 H -0.635 2.375 -1.178
23 H -1.151 1.235 0.065
24 H 0.613 0.715 -2.363
25 H -0.888 -1.199 -2.160
26 H 0.749 -1.637 -1.684
27 H -1.607 -1.115 0.179
28 H 0.062 -1.321 0.735
29 H -2.830 -2.982 -0.842
30 H -3.077 -5.419 -1.050
31 H -1.202 -6.908 -0.451
32 H 0.918 -5.941 0.359
33 H 1.162 -3.503 0.565
34 H 2.010 -0.110 -0.391
35 H 1.419 1.740 2.177
36 H 0.224 3.217 3.794
37 H -0.544 5.442 3.067
38 H -0.135 6.205 0.759
39 H 1.056 4.698 -0.839

Force components x, y, z for each atom (eV/Å):
0.114 -0.199 -0.189
-0.647 0.104 -0.568
0.156 0.335 0.346
0.084 -0.085 -0.298
-0.057 0.059 0.136
0.028 0.023 0.018
-0.066 -0.061 -0.048
-0.012 -0.104 -0.009
0.071 -0.073 0.000
-0.029 0.027 -0.004
0.581 0.631 0.077
0.126 -0.302 0.154
-0.300 0.080 0.194
-0.089 -0.136 0.202
0.188 -0.255 -0.408
0.000 -0.038 0.189
0.069 -0.089 -0.024
-0.029 0.056 -0.022
0.028 -0.011 0.025
0.052 0.048 -0.182
-0.121 0.034 -0.074
-0.122 0.113 -0.011
-0.078 0.002 0.110
-0.117 -0.137 0.159
0.056 0.003 -0.061
0.007 -0.061 -0.077
0.012 0.045 0.093
-0.078 0.003 0.095
-0.097 0.083 -0.018
-0.072 -0.031 -0.022
-0.010 -0.081 -0.001
0.062 -0.049 0.025
0.104 0.054 0.053
0.311 -0.028 0.031
-0.015 -0.127 0.131
-0.003 -0.043 0.071
-0.049 0.045 0.054
-0.021 0.069 -0.038
-0.036 0.095 -0.109

Spin multiplicity = 1
Highest occupied orbital energy = -9.19 eV
Orbital gap = 0.3627 hartree
Structure (SMILES) = C[C@H](CCc1ccccc1)NS(=O)(=O)c1ccccc1
Total charge = 0

Quick look at the Mulliken charges, all values in e: C -1.45; C 0.38; C -0.97; C -0.65; C 0.19; C -0.33; C -0.60; C -0.41; C -0.62; C -0.27; N -0.24; S 1.36; O -0.67; O -0.76; C -0.04; C -0.41; C -0.62; C -0.36; C -0.60; C -0.08; H 0.39; H 0.44; H 0.37; H 0.30; H 0.43; H 0.34; H 0.34; H 0.38; H 0.37; H 0.37; H 0.37; H 0.38; H 0.36; H 0.29; H 0.39; H 0.39; H 0.39; H 0.39; H 0.47

***

ΔE to the lowest compared entry with this formula, charge and spin (kcal/mol)
0.00, 46.89, 8.86
Calculated total energy (Eh)
-2710.92572, -343.98778, -1224.51063